[1]
ORCA calculation (the ωB97M-V functional and the def2-TZVPD basis) on an isolated molecule of C21H31NO6.

The geometry in XYZ format:
```
59
C21H31NO6 | the Open Molecules 2025 dataset | the ωB97M-V functional and the def2-TZVPD basis
C 1.55221 1.80322 2.13475
H 2.14900 1.22725 2.83721
H 1.02288 2.60933 2.64629
H 2.18201 2.22959 1.35156
O 0.62450 0.89255 1.55919
C -0.29687 1.42542 0.74890
O -0.40074 2.60303 0.53870
C -1.22511 0.35527 0.18746
N -0.44827 -0.77353 -0.30530
C -1.14709 -2.00337 0.02539
C -2.29741 -2.36753 -0.92352
H -2.90588 -1.48475 -1.12518
C -3.20223 -3.46269 -0.34107
O -2.54334 -4.69554 -0.20725
H -2.03945 -4.67105 0.62323
H -4.02898 -3.64803 -1.03832
C -3.79409 -2.98683 1.00011
C -2.66791 -2.66166 2.00134
H -3.11647 -2.23033 2.91024
O -2.01383 -3.87047 2.34005
H -1.20301 -3.61589 2.80231
C -1.63409 -1.66995 1.44684
C -2.12933 -0.22280 1.29671
H -3.17578 -0.19299 1.00224
H -2.02243 0.31248 2.23960
O -0.54477 -1.72206 2.35090
H 0.11610 -1.08765 2.03737
H -4.39336 -2.08718 0.83054
O -4.67590 -3.92995 1.53858
H -4.18764 -4.75933 1.63534
H -1.88454 -2.72622 -1.86745
H -0.42060 -2.82344 0.05040
C 0.05484 -0.61870 -1.65596
C 1.05965 0.50110 -1.67517
C 0.78944 1.71202 -2.29451
C 1.69803 2.75057 -2.23830
C 2.90915 2.62219 -1.56429
C 3.17943 1.39927 -0.96036
C 2.27040 0.35761 -1.01396
H 2.49696 -0.57819 -0.52396
H 4.10661 1.23930 -0.43328
C 3.86293 3.80466 -1.50435
C 3.15610 4.97568 -0.80699
H 3.82369 5.83249 -0.74390
H 2.26316 5.27675 -1.34674
H 2.85981 4.69338 0.20136
C 4.25310 4.20796 -2.93318
H 3.38386 4.50681 -3.51190
H 4.94962 5.04337 -2.90940
H 4.73146 3.37361 -3.44220
C 5.14737 3.49158 -0.73134
H 4.93196 3.23022 0.30256
H 5.69737 2.67784 -1.19851
H 5.78899 4.37038 -0.72648
H 1.44447 3.68015 -2.72377
H -0.14536 1.85065 -2.81885
H -0.75126 -0.41055 -2.37888
H 0.53757 -1.55977 -1.93275
H -1.82238 0.83832 -0.60230
```

Properties
- strongest force on any atom (eV/A) = 0.77
- charge = 0
- HOMO (eV) = -8.8
- LUMO level (eV) = 0.60
- SMILES = COC(=O)[C@@H]1C[C@@]2(O)[C@H](O)[C@H](O)[C@H](O)C[C@H]2N1Cc1ccc(C(C)(C)C)cc1
- energy above the lowest of the compared OMol25 structures with the same formula, charge and spin (eV) = 0.000
- DFT total energy (eV) = -36056.190

[2]
ORCA calculation (the ωB97M-V functional and the def2-TZVPD basis) on a structure of composition C21H19CsN2.

The geometry in XYZ format:
```
43
C21H19CsN2 | the Open Molecules 2025 dataset | the ωB97M-V functional and the def2-TZVPD basis
Cs 1.53619 0.83337 -0.20966
C 4.53913 -0.29657 -2.31558
C 4.42114 -1.54185 -1.70948
C 3.55298 -2.48954 -2.23695
C 2.80709 -2.19366 -3.37116
C 2.92823 -0.95054 -3.97958
C 3.79328 -0.00033 -3.45072
H 5.20821 0.44577 -1.89773
H 4.99586 -1.76867 -0.82064
H 3.45641 -3.45727 -1.76218
H 2.13334 -2.93411 -3.78320
H 2.34996 -0.72263 -4.86617
H 3.88631 0.96973 -3.92287
N -1.44269 1.05842 -2.64746
C -2.46325 1.61120 -1.87555
C -3.16239 2.73063 -2.24705
C -4.15144 3.27805 -1.40170
C -4.42971 2.72449 -0.18646
C -3.71863 1.57459 0.23443
C -3.91822 0.95028 1.48795
C -3.17240 -0.13734 1.82876
C -2.22428 -0.62996 0.90633
N -2.02047 -0.09225 -0.27085
C -2.74269 1.00900 -0.60995
H -1.54227 1.18814 -3.64129
H -1.25006 0.10135 -2.38587
H -2.94785 3.20131 -3.19953
H -4.68942 4.15928 -1.72718
H -5.18366 3.15178 0.46315
H -4.65464 1.35561 2.17218
H -3.28128 -0.62107 2.78965
H -1.60789 -1.48378 1.16552
C 0.84140 -1.53751 4.94499
C 0.20895 -0.37855 4.51360
C 0.62124 0.24109 3.33157
C 1.66531 -0.23977 2.51748
C 2.27222 -1.41218 3.00860
C 1.88459 -2.05325 4.18421
H 0.52866 -2.02659 5.86049
H -0.60325 0.04414 5.09942
H 0.08914 1.15528 3.04893
H 3.09439 -1.86011 2.44939
H 2.39248 -2.95597 4.51214
```

Properties
- strongest force on any atom (eV/A) = 0.25
- charge = 0
- HOMO (eV) = -6.0
- LUMO level (eV) = -0.18
- energy above the lowest of the compared OMol25 structures with the same formula, charge and spin (eV) = 0.000
- DFT total energy (eV) = -25612.043

[3]
ORCA calculation (the ωB97M-V functional and the def2-TZVPD basis) on the ion C10H7F4O3S2 with charge -1 at a distorted geometry.

The geometry in XYZ format:
```
26
C10H7F4O3S2 | the Open Molecules 2025 dataset | the ωB97M-V functional and the def2-TZVPD basis
F 0.05857 -2.20903 2.47972
C -1.02443 -1.92884 1.68272
C -2.26374 -1.83492 2.36224
F -2.27018 -1.53731 3.67154
C -3.55112 -1.97662 1.72813
O -4.63364 -1.68380 2.25622
C -3.48657 -2.47285 0.34211
F -4.64211 -2.42306 -0.34438
C -2.33279 -2.84945 -0.25481
F -2.33433 -3.26590 -1.54063
C -1.05811 -2.86285 0.46094
O -0.07417 -3.53300 0.17695
C 1.52129 3.30473 -2.01245
C 1.99574 2.39748 -0.88229
C 3.29555 1.75842 -1.25019
O 0.93382 1.42301 -0.66775
C 0.95498 0.68352 0.47146
S -0.51142 -0.16710 0.65023
S 2.17383 0.72810 1.58114
H 2.28333 4.06700 -2.21025
H 1.37773 2.73431 -2.94062
H 0.59002 3.82602 -1.76561
H 2.12036 2.98393 0.04056
H 4.00017 2.55854 -1.49215
H 3.70101 1.17381 -0.41890
H 3.17620 1.10586 -2.12393
```

Properties
- strongest force on any atom (eV/A) = 2.08
- charge = -1
- HOMO (eV) = -4.5
- LUMO level (eV) = 1.89
- SMILES = CC(C)OC(=S)S[C@]1(F)C(=O)C(F)=C(F)C([O-])=C1F
- energy above the lowest of the compared OMol25 structures with the same formula, charge and spin (eV) = 0.412
- DFT total energy (eV) = -49165.603

[4]
ORCA calculation (the ωB97M-V functional and the def2-TZVPD basis) on an isolated molecule of C3H5NO2S at a distorted geometry.

The geometry in XYZ format:
```
12
C3H5NO2S | the Open Molecules 2025 dataset | the ωB97M-V functional and the def2-TZVPD basis
C 1.02036 -1.20172 -0.30188
C -0.03862 -0.28229 0.19973
C -1.42197 -0.05387 -0.34095
N 2.12145 -0.92698 -0.70099
O 0.44581 2.24005 -0.57277
O 1.39720 1.67058 1.76314
S 1.22400 1.39238 0.32845
H 0.60173 -2.24920 -0.26359
H -0.18542 -0.67928 1.13154
H -1.47161 0.04819 -1.50078
H -1.55148 0.88407 0.23408
H -2.14145 -0.84193 0.02401
```

Properties
- multiplicity = 3
- strongest force on any atom (eV/A) = 4.40
- charge = 0
- HOMO (alpha / beta) (eV) = -9.0 / -11.1
- LUMO level (alpha / beta) (eV) = 0.60 / -2.70
- energy above the lowest of the compared OMol25 structures with the same formula, charge and spin (eV) = 0.622
- DFT total energy (eV) = -19607.309

[5]
ORCA calculation (the ωB97M-V functional and the def2-TZVPD basis) on a cluster of 2 separate species, C29H30F3N3O3S2 in total at a distorted geometry.

The geometry in XYZ format:
```
70
C29H30F3N3O3S2 | the Open Molecules 2025 dataset | the ωB97M-V functional and the def2-TZVPD basis
C -5.39283 0.78715 -2.30496
C -3.92822 0.89276 -2.03584
C -3.37191 2.00145 -1.38597
C -1.99511 2.07622 -1.12598
C -1.46695 3.23296 -0.32908
C -1.14566 1.08764 -1.64559
N 0.28659 1.29728 -1.64834
C 1.14698 0.84324 -0.68783
N 2.42127 1.17310 -1.02681
C 3.64482 0.70625 -0.46805
C 3.89395 -0.66056 -0.17312
C 2.94082 -1.77155 0.14598
C 5.21567 -1.11917 -0.22422
C 6.28212 -0.26703 -0.48659
C 7.66118 -0.82678 -0.66083
C 6.02783 1.10184 -0.57693
C 4.74035 1.61700 -0.47216
C 4.60262 3.10554 -0.39575
C 2.39480 2.15250 -2.11904
C 0.95409 2.24200 -2.53680
C -1.70441 -0.11686 -2.11453
C -0.90573 -1.36466 -2.31458
C -3.08287 -0.17023 -2.32459
H -5.58350 0.05206 -3.09224
H -5.90234 0.44018 -1.39569
H -5.84218 1.73555 -2.61971
H -4.02810 2.82094 -1.10487
H -0.48324 3.03418 0.11756
H -1.38866 4.11946 -0.98462
H -2.14981 3.46838 0.50509
H 3.47220 -2.45444 0.84478
H 1.98906 -1.47187 0.62287
H 2.74598 -2.39418 -0.74528
H 5.40986 -2.18023 -0.05106
H 8.40887 -0.04619 -0.51207
H 7.84618 -1.64118 0.04856
H 7.79022 -1.22091 -1.67692
H 6.87956 1.77290 -0.73152
H 5.43803 3.52932 0.17849
H 4.66451 3.59558 -1.37857
H 3.68443 3.40436 0.11861
H 2.72875 3.11664 -1.71320
H 3.05120 1.86168 -2.94905
H 0.78442 2.00489 -3.59628
H 0.54401 3.23941 -2.33654
H -1.54803 -2.20251 -2.00923
H -0.62209 -1.53641 -3.36067
H -0.00399 -1.39407 -1.69379
H -3.52381 -1.08350 -2.72195
F 1.64516 -0.68293 2.87377
C 1.05192 0.42749 2.35288
F 0.00204 0.75914 3.15515
F 1.95190 1.45867 2.36821
S 0.47439 0.05085 0.60246
N -2.19034 -1.68955 1.74979
C -2.11032 -2.45173 2.89111
O -1.06439 -2.81576 3.42932
C -3.51269 -2.74642 3.30460
C -4.42698 -2.14514 2.46822
C -5.79803 -2.23303 2.68040
C -6.25204 -3.10846 3.68971
C -5.32943 -3.77532 4.50964
C -3.95812 -3.55176 4.35781
S -3.60240 -1.19450 1.20243
O -3.86862 0.21320 1.41883
O -3.90347 -1.75646 -0.10706
H -6.46820 -1.65776 2.05413
H -7.32283 -3.27554 3.81778
H -5.68427 -4.44994 5.29728
H -3.21425 -3.96516 5.03242
```

Properties
- strongest force on any atom (eV/A) = 4.28
- charge = 0
- HOMO (eV) = -7.5
- LUMO level (eV) = -1.40
- energy above the lowest of the compared OMol25 structures with the same formula, charge and spin (eV) = 0.000
- DFT total energy (eV) = -70993.046

[6]
ORCA calculation (the ωB97M-V functional and the def2-TZVPD basis) on a structure of composition C36H37BrIN5O2SSiTc.

The geometry in XYZ format:
```
85
C36H37BrIN5O2SSiTc | the Open Molecules 2025 dataset | the ωB97M-V functional and the def2-TZVPD basis
Tc 0.41413 -0.15594 0.59658
C 0.38235 1.14345 -5.21976
C 1.12093 2.21383 -4.43139
N 1.92709 1.67613 -3.34324
C 1.40118 1.21293 -2.18911
S 2.32427 0.33551 -1.06602
N 0.10673 1.53252 -1.96247
N -0.27305 1.06489 -0.80484
C -1.62125 1.26265 -0.26732
C -2.76505 0.38986 -2.31249
C -1.37258 2.19622 0.91146
C -2.06234 3.32824 1.27730
C -1.75746 3.90928 2.50370
C -0.81095 3.31993 3.31861
C -0.13976 2.19205 2.86651
N -0.38790 1.66396 1.67275
H -0.10399 1.58739 -6.08902
H -0.37802 0.65768 -4.60998
H 1.07311 0.37649 -5.57400
H 0.42271 2.93498 -4.01019
H 1.80054 2.76626 -5.08120
H 2.86440 1.37318 -3.55148
H -1.80277 0.20198 -2.78442
H -3.49552 0.62114 -3.08837
H -3.08549 -0.52319 -1.80716
H -2.83699 3.72558 0.63849
H -2.27763 4.80174 2.82627
H -0.57385 3.71997 4.29360
H 0.61669 1.70814 3.46562
I -0.54382 -1.92354 2.67631
C -2.52701 -1.56504 2.19490
C -3.50493 -2.21019 2.90354
C -4.83433 -1.83911 2.69217
C -5.11825 -0.79888 1.82685
C -4.13357 -0.13571 1.09395
C -4.62121 0.98477 0.27283
C -4.04981 1.72110 -0.68149
C -2.69297 1.54718 -1.30002
C -1.68805 -0.04323 0.50621
C -2.77032 -0.55850 1.22364
H -3.25720 -2.97418 3.62715
H -5.62878 -2.33577 3.23147
H -6.14436 -0.47339 1.70849
H -5.65283 1.23786 0.49686
H -4.67551 2.48595 -1.13036
H -2.41687 2.46379 -1.82861
C 4.80644 -1.08933 1.56211
Si 3.05367 -1.48377 2.04443
C 3.06061 -2.13402 3.80581
C 2.47837 -2.88930 0.96444
N 2.05751 -0.04582 1.81891
C 2.63398 1.17578 2.23682
C 2.63033 2.33524 1.45370
C 3.18781 3.51527 1.92038
C 3.76967 3.58853 3.17850
C 3.77540 2.44897 3.97083
C 3.21018 1.26930 3.51031
H 5.42558 -1.98781 1.61206
H 5.25319 -0.33205 2.20665
H 4.83115 -0.71455 0.53572
H 3.35665 -3.18609 3.80100
H 2.08599 -2.06867 4.29409
H 3.77195 -1.59772 4.43666
H 3.26061 -3.65356 0.99387
H 2.33068 -2.59947 -0.07563
H 1.55444 -3.35868 1.30754
H 2.16835 2.31077 0.47838
H 3.16128 4.39268 1.28540
H 4.20070 4.51340 3.53677
H 4.21256 2.47641 4.96121
H 3.18830 0.40451 4.16067
Br -0.50401 -4.83443 -6.72698
C -0.53136 -4.13286 -4.96788
C 0.37264 -3.14244 -4.62052
C 0.33889 -2.62323 -3.33446
C -0.58567 -3.09529 -2.40856
C -1.47626 -4.09534 -2.77680
C -1.45774 -4.61999 -4.05996
C -0.66117 -2.52388 -1.01222
O -1.43527 -2.96702 -0.19030
O 0.24095 -1.59706 -0.82101
H 1.09243 -2.78669 -5.34449
H 1.02909 -1.84554 -3.03497
H -2.18678 -4.45037 -2.04198
H -2.15081 -5.39581 -4.35283
```

Properties
- multiplicity = 4
- strongest force on any atom (eV/A) = 0.76
- charge = 0
- HOMO (alpha / beta) (eV) = -6.7 / -7.4
- LUMO level (alpha / beta) (eV) = -0.05 / -1.32
- energy above the lowest of the compared OMol25 structures with the same formula, charge and spin (eV) = 2.889
- DFT total energy (eV) = -148532.608